Molecular formula: C36H48Cl18O15
Method: DFT, the ωB97M-V functional and the def2-TZVPD basis

The geometry in XYZ format:
```
117
Properties=species:S:1:pos:R:3:forces:R:3
C 13.134 10.148 -10.666 0.2 -0.2 -0.1
C 13.380 10.518 -9.400 1.3 -0.3 0.3
C 12.862 11.771 -8.758 -0.6 0.2 0.0
O 13.249 12.092 -7.650 0.2 -0.4 -0.1
C 11.882 12.472 -9.524 -1.5 0.0 -1.2
C 11.591 12.099 -10.798 0.6 0.5 0.5
C 12.279 10.958 -11.506 -0.2 -0.3 0.6
O 12.025 10.746 -12.673 -0.1 0.1 -0.2
O 10.705 12.781 -11.500 -0.5 0.2 -0.1
O 14.244 9.848 -8.628 -0.2 0.0 -0.3
H 13.628 9.280 -11.080 -0.1 0.0 -0.1
H 11.188 13.186 -9.100 0.5 0.3 0.3
H 10.608 12.424 -12.397 0.3 -0.3 0.1
H 14.398 10.385 -7.829 -0.2 0.1 0.1
C 12.150 6.877 -13.857 -0.6 0.3 0.8
C 12.802 7.831 -14.527 1.1 0.5 -0.6
C 12.321 8.341 -15.856 -1.6 -0.4 0.5
O 12.903 9.202 -16.472 0.6 -0.1 0.1
C 11.040 7.780 -16.268 -0.6 0.4 -1.2
C 10.292 6.942 -15.542 0.2 -0.2 -0.3
C 10.764 6.484 -14.214 1.7 0.3 0.5
O 10.060 5.829 -13.476 -0.4 -0.2 -0.3
O 9.151 6.407 -15.977 -0.1 0.1 0.1
O 13.956 8.393 -14.148 -0.3 -0.4 0.1
H 12.511 6.596 -12.875 0.0 -0.2 -0.1
H 10.667 8.111 -17.231 0.1 0.0 0.0
H 8.813 5.821 -15.276 0.0 0.1 0.0
H 14.253 8.968 -14.878 -0.1 0.0 0.0
C 14.048 7.620 -6.415 -0.3 0.9 0.4
C 14.407 6.402 -6.839 -0.9 -0.4 -0.8
C 15.145 5.435 -5.961 1.1 0.7 0.6
O 15.684 4.435 -6.392 -0.8 -0.2 -0.3
C 15.330 5.885 -4.591 -0.3 -0.2 0.8
C 15.044 7.129 -4.195 -0.4 0.1 0.8
C 14.415 8.151 -5.097 0.6 -1.1 -1.0
O 14.264 9.295 -4.740 -0.1 0.2 0.3
O 15.197 7.495 -2.911 0.3 0.1 -0.4
O 14.046 5.996 -8.063 0.2 -0.1 0.3
H 13.445 8.286 -7.019 0.2 -0.2 -0.2
H 15.679 5.218 -3.813 0.2 -0.2 -0.4
H 15.121 8.463 -2.868 -0.2 0.0 0.0
H 14.073 5.018 -8.177 0.0 0.2 0.1
C 19.366 4.839 -3.831 0.1 0.4 -0.3
Cl 18.735 4.680 -5.484 0.4 -0.2 0.3
Cl 18.430 6.080 -3.006 -0.2 -0.1 0.4
Cl 21.073 5.322 -3.775 -0.1 -0.3 -0.2
H 19.267 3.885 -3.328 -0.1 0.0 0.0
C 17.865 7.888 -15.690 0.3 -0.6 -0.1
Cl 16.551 8.663 -16.560 -0.3 0.1 0.3
Cl 19.118 7.447 -16.866 0.1 0.1 0.2
Cl 17.355 6.436 -14.802 -0.2 0.2 -0.2
H 18.282 8.557 -14.947 0.0 0.2 -0.2
C 17.666 2.853 -12.456 -0.3 -0.1 -0.5
Cl 19.393 2.632 -12.749 -0.2 0.0 0.1
Cl 17.064 1.769 -11.205 0.2 0.1 0.1
Cl 16.706 2.577 -13.943 0.3 0.2 0.2
H 17.506 3.888 -12.171 0.0 -0.1 0.2
C 22.397 1.048 -8.102 -0.2 0.4 -0.1
Cl 22.361 0.180 -9.656 0.2 0.2 0.5
Cl 22.266 -0.053 -6.731 -0.2 0.0 -0.1
Cl 21.144 2.308 -8.115 0.0 -0.4 0.2
H 23.326 1.581 -7.948 0.2 -0.2 -0.4
C 22.495 6.166 -8.627 0.9 0.2 0.2
Cl 22.621 4.845 -9.766 -0.2 0.0 -0.2
Cl 23.931 7.207 -8.800 -0.2 0.2 -0.2
Cl 22.484 5.579 -6.966 -0.4 -0.1 0.0
H 21.610 6.761 -8.822 0.0 -0.1 0.0
C 17.118 1.559 -6.111 -0.2 -0.8 -0.2
Cl 16.150 0.109 -5.695 -0.1 0.4 -0.1
Cl 16.992 1.924 -7.833 0.0 0.0 0.2
Cl 18.787 1.188 -5.689 0.0 0.3 0.2
H 16.706 2.393 -5.557 0.3 0.1 0.0
C 18.878 5.036 -9.092 -0.6 -0.1 -0.2
C 17.405 5.197 -9.415 -0.5 -0.5 1.1
O 17.262 5.973 -10.563 0.6 0.8 -0.6
C 15.936 6.346 -10.900 0.2 -0.6 0.3
C 15.869 7.690 -11.585 -0.6 0.1 0.2
H 19.043 4.312 -8.294 -0.2 -0.2 -0.1
H 19.260 4.644 -10.037 0.9 0.2 0.3
H 19.314 5.972 -8.739 0.2 0.1 -0.5
H 16.998 4.183 -9.554 -0.2 0.1 -0.1
H 16.836 5.659 -8.593 0.1 -0.1 0.0
H 15.565 5.556 -11.566 -0.3 0.1 -0.1
H 15.318 6.339 -9.996 0.0 0.1 -0.1
H 16.684 7.832 -12.290 -0.1 0.0 -0.1
H 15.807 8.543 -10.906 0.5 -0.2 0.3
H 14.909 7.719 -12.103 0.2 0.0 -0.4
C 18.050 7.966 -6.556 1.4 -0.3 0.5
C 19.533 7.927 -6.144 -0.7 0.4 -1.7
O 20.072 9.137 -6.685 0.1 -0.1 1.1
C 21.427 9.312 -6.372 1.3 0.5 -1.0
C 21.879 10.687 -6.856 -0.2 -0.1 0.7
H 17.699 8.953 -6.262 -0.5 -0.2 0.0
H 18.032 7.848 -7.638 -0.4 0.1 0.0
H 17.567 7.123 -6.063 -0.5 0.3 -0.1
H 19.668 7.825 -5.066 0.2 0.1 0.0
H 20.008 7.112 -6.702 0.2 -0.3 0.6
H 21.715 9.165 -5.325 -0.6 0.0 0.2
H 22.064 8.625 -6.949 -0.3 -0.4 0.1
H 21.666 10.768 -7.920 0.0 0.3 0.0
H 22.948 10.815 -6.679 0.0 -0.2 -0.2
H 21.398 11.477 -6.276 -0.2 0.0 -0.3
C 12.772 2.147 -7.320 1.5 -1.1 0.3
C 12.154 2.742 -8.561 -0.9 0.2 1.7
O 13.036 3.716 -9.087 0.0 -0.8 -0.4
C 12.710 4.069 -10.416 -0.4 1.1 -0.5
C 11.329 4.711 -10.592 0.3 -0.1 0.1
H 13.574 1.479 -7.652 0.2 0.0 0.0
H 13.273 2.822 -6.623 -0.2 0.5 -0.3
H 12.173 1.499 -6.677 -0.7 0.2 -0.4
H 11.878 1.923 -9.229 0.4 0.2 -0.5
H 11.214 3.219 -8.252 0.0 0.2 -0.3
H 13.406 4.857 -10.716 0.3 -0.1 0.3
H 12.877 3.261 -11.137 -0.1 -0.4 0.3
H 11.315 5.116 -11.605 -0.3 0.0 0.1
H 11.206 5.528 -9.879 0.1 0.1 0.0
H 10.463 4.062 -10.461 0.2 -0.2 -0.1
```
Positions in Å, forces in eV/Å.

Summary:
LUMO energy   -1.65 eV
ΔE to the lowest compared entry with this formula, charge and spin   37.2 kJ/mol
Largest force on an atom   1.987 eV/Å
Energy   -294223.029 eV